{
  "formula": "C4H10N2O",
  "method": "ωB97M-V with the def2-TZVPD basis set",
  "homo_ev": -8.2107,
  "smiles": "C/N=C(/N)[C@H](C)O",
  "homo_lumo_gap_ev": 8.957,
  "e_lumo_ev": 0.746,
  "e_above_lowest_kcal_mol": 84.8,
  "total_charge": 0,
  "symbols": ["H", "O", "C", "H", "C", "H", "H", "C", "C", "H", "N", "H", "H", "H", "H", "N", "H"],
  "xyz": [[0.4313, -0.0255, -2.5992], [1.7049, -0.5813, 0.4671], [1.1407, -0.4879, -1.9140], [-1.2595, -1.3193, -1.4977], [-0.6654, 1.0461, 2.0907], [0.9774, -0.5346, 1.4041], [-2.4322, -0.6985, -0.3885], [-0.5493, -0.1450, 0.0088], [0.8810, -0.0506, -0.4862], [0.7409, 1.1218, -0.4445], [-1.5236, -0.6237, -0.8185], [-1.4996, 1.1672, 2.7825], [1.0708, -1.5720, -1.9946], [-0.6103, 1.9524, 1.4716], [2.1441, -0.1711, -2.1915], [-0.7150, -0.1534, 1.3030], [0.1639, 1.0755, 2.8070]],
  "atomic_forces_ev_per_a": [[0.0004, 0.0460, 0.0088], [-1.5702, 0.3634, 3.1689], [0.2111, 0.1510, 0.4208], [-0.1158, 0.2416, -0.3009], [0.7411, 0.7433, 1.0791], [2.1074, -0.3075, -3.5141], [0.0289, -0.2371, -0.0011], [-0.1399, -3.6379, 0.3957], [-2.0645, 2.3127, -0.2869], [1.4413, -0.8355, -0.3550], [0.6493, 0.7188, 0.4560], [-0.5615, -0.1933, -0.3682], [0.0838, -0.1037, -0.0286], [0.0519, -0.1200, 0.1796], [0.0256, -0.1406, -0.1254], [-1.2956, 0.9680, -0.4508], [0.4066, 0.0309, -0.2780]],
  "mulliken_charge": [0.41, -0.65, -1.51, 0.22, -0.77, 0.44, 0.29, 0.11, 0.89, 0.04, -0.35, 0.29, 0.37, 0.27, 0.36, -0.68, 0.29]
}

***

{
  "formula": "C4H10N2O",
  "method": "ωB97M-V with the def2-TZVPD basis set",
  "homo_ev": -8.8116,
  "smiles": "NCCNCC=O",
  "homo_lumo_gap_ev": 9.553,
  "e_lumo_ev": 0.742,
  "e_above_lowest_kcal_mol": 70.7,
  "total_charge": 0,
  "symbols": ["C", "H", "O", "C", "H", "H", "N", "H", "H", "C", "H", "H", "H", "H", "C", "H", "N"],
  "xyz": [[-2.4945, -0.7970, -1.1557], [-2.5660, -1.8747, -0.8269], [-3.1273, -0.5543, -2.1456], [-1.3099, -0.0025, -0.6660], [0.2182, 1.7631, 1.2030], [1.8185, -1.5231, 0.3082], [2.3734, -0.7259, 0.6173], [-1.5771, 0.3874, 1.3696], [2.2801, 1.4475, 0.3906], [0.3823, 0.6888, 1.0933], [-1.3943, 0.9544, -1.1794], [1.3638, 0.3381, -0.7980], [3.1236, -0.6483, -0.0692], [-0.5153, -0.5538, -1.1828], [1.6455, 0.5738, 0.2460], [0.6643, 0.4147, 2.1039], [-0.8852, 0.1118, 0.6915]],
  "atomic_forces_ev_per_a": [[0.4821, -2.5103, -0.0031], [-0.0323, 0.7198, 0.7636], [-0.1770, 1.1366, 0.0812], [0.6846, 1.1419, -0.6874], [0.0030, 0.5029, -0.1307], [-0.0973, 0.2603, 0.0697], [0.4424, 1.6792, -0.4978], [-0.2506, -0.0250, -0.3289], [0.0276, -0.3156, -0.1683], [0.3648, 2.1059, -0.0861], [0.0173, 0.4251, -0.2514], [0.1157, 1.4077, 0.1078], [0.3676, -0.7975, 0.3777], [0.0501, 0.0287, -0.2512], [-1.3249, -3.2589, -0.1862], [-0.1963, -0.6685, 0.1809], [-0.4769, -1.8322, 1.0102]],
  "mulliken_charge": [-0.15, 0.31, -0.44, -0.26, 0.32, 0.27, -0.69, 0.22, 0.38, -0.69, 0.34, 0.31, 0.23, 0.16, -0.41, 0.39, -0.27]
}